Formula: C26H26BrCaN2O3S2SeSi
Source: the OMol25 dataset
Level of theory: ωB97M-V/def2-TZVPD

Geometry as XYZ:
```
63
Properties=species:S:1:pos:R:3:lowdin_charge:R:1
C -5.1574 -4.5726 -1.3426 -0.04
C -0.9941 4.9309 -0.3479 -0.16
H -4.1317 6.0483 0.2644 0.10
C -4.5292 -4.5617 -3.6783 -0.07
H -6.0017 1.8555 1.2545 0.10
H 1.8130 -0.7711 6.8299 0.02
H -6.1214 -5.7418 -2.8553 0.10
O -4.7012 -1.9323 0.7724 -0.29
C -0.5130 -1.9004 4.7644 -0.24
H 2.5554 -5.7889 0.2466 0.10
H 3.0683 -3.4424 -0.4365 0.11
C 0.7070 -5.2229 1.1941 -0.06
H 0.0377 -2.7943 5.0680 0.02
N -2.4132 -2.0047 -0.3216 -0.33
S -1.1850 -1.4880 -2.6083 0.67
H -5.5972 4.2623 0.8655 0.10
H -0.0158 5.2792 -0.6497 0.08
C -3.5165 -3.6430 -3.4388 -0.03
C 1.2592 -2.6786 0.4215 -0.28
C -0.3618 1.0131 4.0044 -0.22
H 0.2481 1.9126 3.8968 0.03
C -0.1276 -4.1564 1.4753 -0.12
C 1.5307 -1.2512 0.0077 -0.24
C -2.3158 -2.2239 -1.6378 -0.85
H 1.2234 -1.1147 -1.0308 0.08
H 0.4512 -6.2173 1.5345 0.10
H -1.2084 1.2407 4.6605 0.03
H 2.5991 -1.0442 0.0945 0.12
C -1.1885 3.6046 -0.0836 -0.59
O 0.7965 -0.3408 0.8032 -0.45
H -4.6920 -4.9261 -4.6846 0.10
C -3.5001 3.9946 0.4207 -0.18
C -5.3394 -5.0240 -2.6424 -0.07
C -2.0650 5.8353 -0.2200 -0.10
H 0.3171 0.1526 7.0985 0.02
O -3.1862 -3.7620 1.3490 -0.29
C -4.1462 -3.6598 -1.1257 -0.21
H 1.2408 -0.3936 1.7328 -0.08
C -3.2900 5.3714 0.1594 -0.06
N 0.1303 -2.9040 1.0900 0.11
C 2.1552 -3.6884 0.0918 -0.02
H -2.8782 -3.2707 -4.2294 0.10
Br 0.3493 2.4903 -0.2671 0.81
C -2.4359 3.0463 0.3136 -0.24
H -4.1950 0.2519 1.0541 0.04
C -3.9383 1.2931 0.8809 -0.17
H 1.7573 0.9437 6.4184 0.02
C -4.7935 3.5381 0.7794 -0.07
H -5.7825 -4.9186 -0.5294 0.12
C 1.8720 -4.9823 0.4812 -0.07
H -1.0442 -4.3029 2.0292 0.09
H -1.3266 -1.7327 5.4790 0.02
H -0.9550 -2.1069 3.7844 0.00
H -0.7765 0.7833 3.0196 -0.02
H -1.9083 6.8870 -0.4257 0.09
C -5.0102 2.2126 0.9943 -0.10
C -3.3324 -3.1966 -2.1424 -0.23
S -3.6594 -2.8335 0.3607 0.63
C 1.1734 0.0194 6.4282 -0.25
Ca -1.3491 -0.3461 0.5883 1.25
Se 2.4518 -0.8593 3.4238 0.20
Si 0.6656 -0.4283 4.6689 -0.02
C -2.6369 1.6430 0.5676 -0.23
```

As for the spin multiplicity: 1. The HOMO-LUMO gap comes out at 6.08 eV. Its total charge is -1. The LUMO energy is 0.064 Eh. The HOMO energy is -0.1594 Eh.